Molecular formula: C12H20BrClO
Method: DFT, ωB97M-V with the def2-TZVPD basis set

E_LUMO in eV: 0.756
SMILES: C[C@H]1CC[C@](C)([C@@H](C)Br)O[C@H]1C/C=C/Cl
DFT total energy in Ha: -3578.6620
Gap between HOMO and LUMO in eV: 10.220
Charge: 0
Relative energy (zero: lowest compared OMol25 entry of this formula, charge and spin) in eV: 0.0000

Cartesian coordinates (Å):
C: -0.40480 0.87265 2.83525
C: -0.00656 -0.16435 1.73683
C: -1.25056 -0.47933 0.91262
C: -0.98538 -0.29960 -0.56614
C: -0.30713 1.06578 -0.89821
C: -1.36621 2.21770 -0.76265
C: 0.32948 1.08272 -2.28870
C: 1.49338 0.05424 -2.54968
Br: -1.07067 0.79105 -3.71923
O: 0.77562 1.36397 -0.02805
C: 1.22307 0.32626 0.87686
C: 2.38397 0.88877 1.66799
C: 3.00247 -0.08901 2.67548
C: 3.35337 0.34916 3.93307
Cl: 4.13943 -0.63806 5.17805
H: -1.27601 0.55929 3.37072
H: 0.36936 1.02937 3.56873
H: -0.69992 1.82219 2.38957
H: 0.33469 -1.04602 2.31937
H: -2.13618 0.12879 1.20523
H: -1.57009 -1.52493 1.08499
H: -1.88916 -0.37480 -1.17164
H: -0.35017 -1.07682 -0.89861
H: -0.91960 3.19607 -0.97368
H: -2.20314 2.08427 -1.46516
H: -1.77819 2.21548 0.26106
H: 0.72892 2.09004 -2.44022
H: 1.89749 0.10018 -3.56984
H: 1.18853 -0.97528 -2.35451
H: 2.35759 0.25260 -1.94858
H: 1.57471 -0.52112 0.30951
H: 3.13904 1.10716 0.95173
H: 2.10846 1.85633 2.12171
H: 3.10485 -1.15514 2.52152
H: 3.23052 1.41161 4.23581


Molecular formula: C44H76N2O7PS3SeTi
Method: DFT, ωB97M-V with the def2-TZVPD basis set

2S+1: 3
E_LUMO (alpha / beta) in eV: 1.871 / 1.870
DFT total energy in Ha: -7145.4515
Gap between HOMO and LUMO (alpha / beta) in eV: 5.625 / 6.032
Charge: -1
Relative energy (zero: lowest compared OMol25 entry of this formula, charge and spin) in eV: 1.4464

Cartesian coordinates (Å):
Ti: -0.49200 1.57315 0.33209
C: 1.56618 2.39186 -2.30193
O: 0.87754 2.82159 -1.13401
C: 0.57484 4.19577 -1.08647
C: 0.40713 4.57885 0.37898
O: -0.37086 3.59078 1.06749
C: -1.56352 4.00269 1.74208
C: -1.96689 2.84773 2.63293
O: -1.98837 1.67621 1.82152
C: -2.78651 0.60989 2.37341
H: 2.52060 2.92142 -2.37757
H: 0.95695 2.56090 -3.19425
H: 1.74074 1.32482 -2.18214
H: -0.31914 4.41230 -1.67946
H: 1.40955 4.78166 -1.49190
H: -0.08282 5.55215 0.45887
H: 1.37756 4.61898 0.87595
H: -2.34249 4.20321 1.00173
H: -1.36589 4.89446 2.34161
H: -2.97068 3.03248 3.02544
H: -1.26337 2.69704 3.45753
H: -3.83399 0.91435 2.32336
H: -2.45095 0.38932 3.38608
H: -2.59989 -0.25744 1.74699
C: 4.28356 -3.90893 -1.64212
C: 4.31432 -3.52337 -0.15748
C: 3.66434 -4.63614 0.67695
C: 5.77520 -3.40503 0.27678
C: 3.53665 -2.22577 0.06279
C: 2.18784 -2.17642 -0.27429
C: 1.43456 -1.04739 -0.00728
Se: -0.42314 -0.93285 -0.41324
C: -1.04270 0.58041 -2.65538
C: -0.91126 0.14425 -3.94818
C: -1.47994 0.89474 -4.98303
C: -2.15592 2.05394 -4.62562
C: -2.29845 2.52787 -3.31427
C: -1.70700 1.75010 -2.29586
O: -1.77093 2.07153 -0.98734
C: -3.11710 3.81833 -3.12534
C: -3.18386 4.34349 -1.68771
C: -2.52130 4.93869 -3.99339
C: -4.56610 3.55101 -3.56658
C: -1.39617 0.49159 -6.45675
C: -0.60794 -0.80379 -6.65103
C: -2.80865 0.27995 -7.01806
C: -0.69724 1.59876 -7.25766
C: 2.02490 0.06495 0.61204
O: 1.23253 1.11908 0.88421
C: 3.38610 0.06130 0.93273
C: 4.10496 -1.09856 0.64451
C: 4.03378 1.27252 1.60671
C: 5.51253 1.03042 1.91522
C: 3.95087 2.48883 0.67212
C: 3.32933 1.57755 2.93681
H: 4.81298 -4.85240 -1.80444
H: 4.76025 -3.13752 -2.25106
H: 3.26038 -4.03040 -1.99954
H: 4.22010 -5.57266 0.56714
H: 2.63336 -4.81516 0.36683
H: 3.64625 -4.35407 1.73111
H: 6.28646 -4.35398 0.09691
H: 5.85502 -3.17722 1.34121
H: 6.30206 -2.62864 -0.28271
H: 1.69732 -3.02930 -0.73006
H: -0.37318 -0.77450 -4.15046
H: -2.61555 2.63204 -5.41845
H: -2.19662 4.59152 -1.30022
H: -3.64395 3.62295 -1.01472
H: -3.78625 5.25698 -1.68963
H: -1.48950 5.14800 -3.70016
H: -3.10287 5.85554 -3.86491
H: -2.51809 4.69212 -5.05493
H: -5.02445 2.79540 -2.92561
H: -4.61868 3.21014 -4.60133
H: -5.15976 4.46524 -3.47814
H: -1.07627 -1.64155 -6.13166
H: 0.41582 -0.70925 -6.28518
H: -0.56436 -1.05012 -7.71441
H: -3.32743 -0.50568 -6.46559
H: -2.76162 -0.01231 -8.07065
H: -3.40801 1.18858 -6.94597
H: 0.31548 1.76076 -6.88360
H: -1.23575 2.54455 -7.18448
H: -0.63385 1.32603 -8.31460
H: 5.14677 -1.13235 0.91939
H: 6.09252 0.82080 1.01287
H: 5.64114 0.20187 2.61377
H: 5.92998 1.92698 2.38071
H: 4.51359 2.30268 -0.24752
H: 4.38296 3.36614 1.16487
H: 2.91788 2.70369 0.40345
H: 3.37964 0.71366 3.60032
H: 2.27548 1.80583 2.79354
H: 3.82015 2.42892 3.42204
S: -5.69092 1.84181 0.16861
C: -5.16253 0.26905 -0.15438
N: -5.68954 -0.78169 0.51031
C: -5.28915 -2.17563 0.35328
C: -3.89273 -2.25122 -0.24055
C: -3.81430 -1.33193 -1.44510
N: -4.20240 0.01038 -1.04349
H: -6.42317 -0.53592 1.15111
H: -6.00096 -2.70045 -0.29317
H: -5.31883 -2.65202 1.33470
H: -3.66767 -3.27707 -0.53121
H: -3.14179 -1.94627 0.48998
H: -4.47378 -1.69167 -2.24415
H: -2.80039 -1.28157 -1.83827
H: -3.77440 0.80666 -1.48639
C: 0.02543 -3.03066 7.90937
C: 1.35713 -2.46893 7.43066
C: 2.36846 -3.56620 7.14251
O: 1.13955 -1.54321 6.35727
P: 1.08469 -1.81705 4.76358
S: 2.86229 -2.16631 3.99666
S: 0.04125 -0.32394 4.00838
O: 0.18306 -3.17323 4.80662
C: -0.01485 -4.12563 3.74867
C: 0.00433 -3.51900 2.35583
C: 0.98520 -5.26159 3.89179
H: 0.16651 -3.59129 8.83699
H: -0.39769 -3.68968 7.15388
H: -0.67980 -2.21942 8.09203
H: 1.76624 -1.83599 8.22438
H: 2.00967 -4.24198 6.36804
H: 2.52961 -4.13674 8.06153
H: 3.31544 -3.15159 6.80359
H: -1.01837 -4.51764 3.94513
H: 0.98933 -3.11772 2.11324
H: -0.71054 -2.70218 2.27041
H: -0.24486 -4.29158 1.62302
H: 1.99613 -4.88641 3.73926
H: 0.77535 -6.04040 3.15440
H: 0.92211 -5.70260 4.88878


Molecular formula: C3H8NO2PS
Method: DFT, ωB97M-V with the def2-TZVPD basis set

E_LUMO in eV: 0.552
DFT total energy in Ha: -1063.7723
Gap between HOMO and LUMO in eV: 10.289
Charge: 0
Relative energy (zero: lowest compared OMol25 entry of this formula, charge and spin) in eV: 2.9408

Cartesian coordinates (Å):
C: 1.60446 0.60449 0.12403
C: 2.05517 -0.57166 -0.73840
C: 0.64534 -0.15830 -0.74029
N: -1.47183 0.24105 0.98152
O: 0.28015 -1.51208 1.47427
O: -1.35002 -1.81904 -0.40469
P: -2.41651 0.92631 -0.32771
S: -0.46626 -1.01820 0.39403
H: 1.45854 0.37336 1.13294
H: 1.79793 1.65496 -0.14475
H: 2.74894 -0.29608 -1.46463
H: 2.33241 -1.41723 -0.25843
H: -0.00136 0.32586 -1.57968
H: -0.77384 1.13208 1.16690
H: -3.24608 -0.07829 -0.14399
H: -3.19702 1.61277 0.52888


Which of these has the lowest charge?
C44H76N2O7PS3SeTi


Which formula does entry 3 have?
C3H8NO2PS


The lowest DFT total energy belongs to which entry?
C44H76N2O7PS3SeTi